--- A ---
C6H10N2 | ωB97M-V/def2-TZVPD

Results
SMILES: Cc1cnc[nH]1.C=C
Frontier orbital gap in eV: 9.36
Charge: 0

CARTESIAN COORDINATES (ANGSTROEM)
C: 1.043 -2.669 -1.527
C: -0.282 -2.599 -1.389
H: 1.715 -2.341 -0.725
H: 1.498 -3.056 -2.446
H: -0.736 -2.212 -0.470
H: -0.953 -2.926 -2.191
N: -1.631 0.527 2.023
C: -2.109 1.106 0.934
C: -0.265 0.653 1.920
C: 0.095 1.313 0.762
N: -1.104 1.593 0.148
C: 1.419 1.696 0.191
H: -3.161 1.202 0.666
H: 0.402 0.261 2.688
H: -1.221 2.081 -0.743
H: 2.211 1.356 0.878
H: 1.500 2.790 0.074
H: 1.579 1.225 -0.793



--- B ---
C6H10N2 | ωB97M-V/def2-TZVPD

Results
Frontier orbital gap in eV: 9.15
Charge: 0

CARTESIAN COORDINATES (ANGSTROEM)
C: -0.035 0.127 -0.731
C: 0.125 1.758 -0.866
C: 0.714 0.407 0.630
C: 0.354 -0.932 1.426
C: 0.299 -1.772 0.325
C: 0.140 -1.253 -0.965
H: -1.844 -0.213 0.711
H: -1.823 -0.328 -1.676
H: 1.086 2.108 -1.362
H: -0.661 2.353 -1.461
H: -0.783 1.856 0.948
H: 1.936 0.123 0.351
H: 1.317 -1.162 2.016
H: -0.432 -1.000 2.333
H: 0.418 -2.799 0.490
H: 0.434 -1.581 -2.136
N: -1.509 0.446 -0.594
N: 0.264 1.864 0.562



--- C ---
C6H10N2 | ωB97M-V/def2-TZVPD

Results
Frontier orbital gap in eV: 9.08
Charge: 0

CARTESIAN COORDINATES (ANGSTROEM)
C: 2.297 -0.241 0.119
C: 1.131 0.567 0.203
C: -1.295 0.742 -0.207
C: -1.247 -0.709 -0.834
C: -1.315 -0.122 1.044
C: 0.917 -0.792 -0.130
H: 2.790 -0.274 1.020
H: 2.978 -0.140 -0.718
H: 0.955 0.964 1.181
H: -0.124 1.570 -1.246
H: -1.969 1.535 -0.148
H: -0.458 -0.790 -1.623
H: -2.019 -1.515 -1.131
H: -0.839 0.337 1.936
H: -2.347 -0.477 1.588
H: 1.087 -0.769 -1.052
N: -0.085 1.458 -0.281
N: -0.456 -1.344 0.281



Top of the stability list: A, leading by 8.328 eV.



--- A ---
C6H10N2 | ωB97M-V/def2-TZVPD

Results
SMILES: C=NN1[C@@H]2CCC[C@@H]21
Frontier orbital gap in eV: 9.23
Charge: 0

CARTESIAN COORDINATES (ANGSTROEM)
C: 2.626 -0.466 -0.137
C: -0.298 1.275 -0.392
C: -0.901 0.273 -1.194
C: -1.420 -0.859 -0.244
C: -0.699 -0.631 1.061
C: -0.101 0.746 1.021
H: 3.294 0.485 0.222
H: 3.142 -1.308 -0.489
H: -0.392 2.436 -0.357
H: -1.660 0.588 -2.061
H: 0.011 -0.246 -1.734
H: -1.047 -1.902 -0.792
H: -2.679 -0.628 0.139
H: -0.080 -1.252 1.481
H: -1.733 -0.560 1.609
H: -0.383 1.535 1.963
N: 1.355 -0.295 -0.327
N: 0.964 0.811 0.231



--- B ---
C6H10N2 | ωB97M-V/def2-TZVPD

Results
SMILES: c1cc[nH]c1.C=NC
Frontier orbital gap in eV: 9.13
Charge: 0

CARTESIAN COORDINATES (ANGSTROEM)
C: -0.241 1.950 0.348
C: -0.381 2.398 -0.954
C: -2.116 0.911 -0.580
C: -1.253 0.975 0.486
C: 1.074 -2.108 -0.387
C: 1.678 -1.742 1.792
N: -1.522 1.753 -1.517
N: 1.208 -1.271 0.711
H: 0.427 2.212 1.152
H: 0.333 2.934 -1.512
H: -2.883 0.229 -0.796
H: 1.232 -3.084 -0.070
H: 0.003 -2.096 -0.885
H: 1.892 -1.861 -1.129
H: 1.792 -1.056 2.491
H: 2.174 -2.715 1.852
H: -1.406 0.508 1.418
H: -2.011 2.064 -2.421



Top of the stability list: B, leading by 4.504 eV.



--- A ---
C6H10N2 | ωB97M-V/def2-TZVPD

Results
Frontier orbital gap in eV: 10.28
Charge: 0

CARTESIAN COORDINATES (ANGSTROEM)
C: -1.827 -1.068 -0.033
C: -2.194 0.413 0.139
C: 0.526 1.358 0.291
C: 1.643 0.450 -0.416
C: 0.986 -0.887 -0.252
C: -0.357 -0.469 0.157
H: -2.528 -1.673 0.682
H: -2.082 -1.485 -0.997
H: -2.154 0.745 1.196
H: -2.983 0.959 -0.525
H: 0.807 2.413 -0.004
H: 0.231 1.033 1.591
H: 2.037 0.384 -1.626
H: 2.876 -1.157 0.434
H: 1.049 -1.361 -1.257
H: -0.213 -0.240 1.243
N: -0.614 0.804 -0.557
N: 2.085 -0.576 0.549



--- B ---
C6H10N2 | ωB97M-V/def2-TZVPD

Results
SMILES: N[C@@]12CN3C[C@@H]1[C@@H]2C3
Frontier orbital gap in eV: 9.25
Charge: 0

CARTESIAN COORDINATES (ANGSTROEM)
C: 0.689 0.426 -0.388
C: -0.300 -0.259 -1.366
C: -1.536 0.366 0.638
C: -0.139 0.787 0.822
C: 0.807 -0.519 0.867
C: -0.187 -1.541 0.754
H: 2.187 0.502 -1.785
H: 1.867 2.294 -1.120
H: 0.112 -1.072 -2.001
H: -1.055 0.467 -1.957
H: -2.179 0.891 0.167
H: -2.152 0.107 1.499
H: 0.351 1.762 1.095
H: 1.855 -0.400 1.487
H: 0.120 -2.669 0.642
H: -1.110 -1.317 1.668
N: 1.869 1.060 -0.843
N: -1.199 -0.884 -0.181



Top of the stability list: B, leading by 1.975 eV.



--- A ---
C6H10N2 | ωB97M-V/def2-TZVPD

Results
Frontier orbital gap in eV: 6.78
Charge: 0

CARTESIAN COORDINATES (ANGSTROEM)
C: 0.125 2.122 -0.603
C: 0.426 1.241 0.670
C: 1.067 -0.172 0.377
C: 0.010 -1.329 0.481
C: -1.190 -0.777 -0.765
N: -0.417 -0.746 -1.807
C: -0.242 -1.979 -0.750
N: -0.773 -1.326 1.614
H: -0.173 3.151 -0.362
H: 0.912 2.171 -1.369
H: -0.592 1.561 -1.173
H: 0.942 1.847 1.422
H: -0.484 0.961 1.228
H: 1.951 -0.334 1.028
H: 1.537 -0.366 -0.627
H: -2.110 -1.080 -0.285
H: -0.312 -2.879 -1.369
H: -0.678 -2.069 2.290



--- B ---
C6H10N2 | ωB97M-V/def2-TZVPD

Results
SMILES: C1[C@@H]2N[C@@H]2C[C@@H]2N[C@H]12
Frontier orbital gap in eV: 10.03
Charge: 0

CARTESIAN COORDINATES (ANGSTROEM)
C: 0.513 0.909 -0.849
C: -0.802 1.454 -0.163
C: -1.009 0.516 1.006
C: -0.284 -0.962 1.054
C: 0.088 -1.595 -0.330
C: 0.676 -0.657 -1.306
H: 1.449 0.792 -0.192
H: 0.924 1.474 -1.666
H: -1.549 2.233 -0.731
H: -0.933 2.359 1.600
H: -2.180 0.624 1.493
H: 0.501 -0.954 1.911
H: -1.027 -1.525 1.468
H: -0.651 -2.363 -0.558
H: 2.467 -1.793 -0.998
H: 0.573 -0.801 -2.549
N: -0.306 1.703 1.153
N: 1.549 -1.414 -0.343



--- C ---
C6H10N2 | ωB97M-V/def2-TZVPD

Results
Frontier orbital gap in eV: 8.61
Charge: 0

CARTESIAN COORDINATES (ANGSTROEM)
C: -0.343 -0.635 1.220
C: -0.781 -0.638 -0.215
C: 0.300 -0.130 -1.193
C: 0.376 -1.815 1.812
C: 0.511 1.347 -1.086
C: 0.028 2.227 -1.939
N: -0.562 0.423 1.962
N: -0.416 1.446 2.413
H: -1.021 -1.673 -0.471
H: -1.685 -0.039 -0.339
H: 1.239 -0.654 -0.999
H: -0.021 -0.379 -2.213
H: 1.073 1.671 -0.223
H: 1.168 -2.177 1.149
H: -0.331 -2.636 1.969
H: 0.807 -1.558 2.781
H: -0.571 1.939 -2.788
H: 0.227 3.280 -1.839



Top of the stability list: C, leading by 3.857 eV.



--- A ---
C4H5P | ωB97M-V/def2-TZVPD

Results
Frontier orbital gap (alpha / beta) in eV: 7.72 / 7.34
Charge: 0

CARTESIAN COORDINATES (ANGSTROEM)
C: 0.595 -0.077 0.026
C: -1.623 -1.184 -0.160
C: -0.596 -0.587 0.323
C: 1.371 1.167 -0.344
P: 2.230 -0.404 0.121
H: -2.645 -1.299 0.136
H: -1.224 -1.661 -1.072
H: -1.003 0.550 1.963
H: 1.680 1.505 -1.293
H: 1.215 1.991 0.300



--- B ---
C4H5P | ωB97M-V/def2-TZVPD

Results
SMILES: C=CC1=PC1
Frontier orbital gap (alpha / beta) in eV: 7.48 / 7.48
Charge: 0

CARTESIAN COORDINATES (ANGSTROEM)
C: -0.198 -0.862 -0.131
C: -0.284 1.222 1.072
C: -0.160 -0.204 1.111
C: 0.198 -0.526 -1.478
P: 0.380 -2.255 -0.853
H: 0.175 1.913 1.924
H: -0.537 1.651 0.098
H: 0.050 -0.731 2.016
H: -0.554 -0.363 -2.291
H: 0.931 0.154 -1.469



Top of the stability list: B, leading by 3.360 eV.